{"formula": "C47H57AsInN5O6", "method": "ωB97M-V/def2-TZVPD", "symbols": ["In", "C", "O", "C", "C", "O", "C", "H", "H", "H", "H", "H", "H", "H", "H", "H", "H", "C", "As", "C", "C", "C", "C", "C", "C", "C", "C", "H", "H", "H", "H", "H", "H", "H", "H", "H", "H", "H", "H", "H", "C", "C", "N", "C", "C", "C", "O", "C", "C", "C", "C", "N", "C", "H", "H", "H", "H", "H", "H", "H", "H", "H", "H", "H", "H", "H", "H", "N", "C", "O", "C", "C", "C", "N", "C", "C", "H", "H", "H", "H", "H", "H", "C", "C", "C", "C", "C", "C", "C", "C", "N", "H", "H", "H", "H", "H", "H", "C", "O", "C", "O", "H", "H", "H", "C", "C", "C", "C", "C", "C", "C", "C", "H", "H", "H", "H", "H"], "positions_angstrom": [[-0.6871, 2.3478, -0.0026], [-3.5868, 3.5032, 1.6274], [-2.4831, 4.2046, 1.0656], [-2.8751, 4.9806, -0.0521], [-1.6569, 5.6720, -0.6072], [-0.8293, 4.7154, -1.2499], [0.4298, 5.2532, -1.6166], [-4.3337, 4.2134, 1.9992], [-3.2055, 2.9044, 2.4509], [-4.0395, 2.8370, 0.8894], [-3.6120, 5.7333, 0.2558], [-3.3353, 4.3404, -0.8155], [-1.1053, 6.1528, 0.2098], [-1.9586, 6.4421, -1.3272], [0.3022, 6.0909, -2.3098], [0.9886, 4.4550, -2.0986], [0.9747, 5.5966, -0.7313], [-4.2733, -1.2815, 3.3990], [-3.6386, -0.3853, 1.7716], [-4.4305, -1.6408, 0.4894], [-1.7775, -1.0728, 1.7275], [-1.6156, -2.5035, 2.1184], [-1.7374, -3.5306, 1.1820], [-1.5782, -4.8586, 1.5520], [-1.2986, -5.1889, 2.8718], [-1.1851, -4.1774, 3.8166], [-1.3419, -2.8517, 3.4410], [-4.0863, -2.3546, 3.3651], [-5.3444, -1.1021, 3.4952], [-3.7737, -0.8617, 4.2726], [-4.2860, -2.6750, 0.8019], [-3.9695, -1.4856, -0.4870], [-5.4987, -1.4375, 0.4102], [-1.2011, -0.4179, 2.3856], [-1.4422, -0.8880, 0.7057], [-1.9432, -3.2836, 0.1471], [-1.6683, -5.6376, 0.8049], [-1.1728, -6.2248, 3.1595], [-0.9648, -4.4126, 4.8504], [-1.2372, -2.0748, 4.1876], [6.6708, -0.6261, -3.9829], [6.2251, 0.6797, -3.3414], [6.1263, 0.6005, -1.8900], [7.3759, 0.4736, -1.1382], [7.5195, -0.8876, -0.4744], [5.0052, 0.8396, -1.1663], [5.0434, 1.0135, 0.0458], [3.6701, 0.8548, -1.8537], [3.2449, -0.1296, -2.7364], [1.9524, -0.0729, -3.2340], [1.1305, 0.9626, -2.8219], [1.5220, 1.9043, -1.9652], [2.7589, 1.8404, -1.4866], [6.7312, -0.5099, -5.0654], [5.9736, -1.4348, -3.7609], [7.6558, -0.9265, -3.6241], [5.2651, 0.9946, -3.7426], [6.9405, 1.4710, -3.5879], [7.4032, 1.2591, -0.3826], [8.1924, 0.6516, -1.8393], [6.6931, -1.0593, 0.2142], [8.4503, -0.9347, 0.0920], [7.5272, -1.6894, -1.2138], [3.9055, -0.9407, -3.0153], [1.5810, -0.8321, -3.9088], [0.1041, 1.0290, -3.1645], [3.0509, 2.5994, -0.7699], [-6.9336, -2.0015, -4.0592], [-5.6359, -1.7617, -3.7392], [-4.7397, -2.5248, -4.0471], [-5.3664, -0.5053, -2.9613], [-6.3263, 0.1553, -2.2043], [-5.9522, 1.2953, -1.5105], [-4.7201, 1.8013, -1.5218], [-3.8047, 1.1466, -2.2360], [-4.0789, 0.0019, -2.9680], [-7.1279, -2.8064, -4.6298], [-7.6370, -1.2918, -3.9714], [-7.3411, -0.2101, -2.1146], [-6.6821, 1.8267, -0.9093], [-2.7967, 1.5433, -2.2024], [-3.2972, -0.5117, -3.5073], [0.8375, 3.4054, 1.4619], [0.6642, 2.4962, 2.5806], [1.4404, 1.3232, 2.6946], [1.2141, 0.3929, 3.6848], [0.1905, 0.5945, 4.6171], [-0.6089, 1.7356, 4.5127], [-0.3799, 2.6593, 3.5147], [-0.0327, -0.3618, 5.6577], [-0.2216, -1.1433, 6.4826], [1.8468, 3.4166, 1.0533], [0.4659, 4.4119, 1.6526], [2.2469, 1.1608, 1.9874], [1.8292, -0.4965, 3.7490], [-1.4051, 1.8922, 5.2300], [-1.0015, 3.5452, 3.4482], [-1.2768, -2.8375, -3.9874], [-0.2949, -2.8714, -2.9362], [-0.4671, -1.9510, -1.9847], [-1.3602, -1.1375, -1.9882], [-1.0284, -3.6693, -4.6383], [-1.2109, -1.8949, -4.5307], [-2.2837, -2.9419, -3.5900], [0.5299, -2.0471, -0.9437], [1.2702, -2.1406, -0.0014], [2.1418, -2.2520, 1.1302], [3.2279, -1.3875, 1.2543], [4.0691, -1.4882, 2.3501], [3.8235, -2.4442, 3.3274], [2.7331, -3.2974, 3.2090], [1.8910, -3.2114, 2.1122], [3.4043, -0.6251, 0.5094], [4.9028, -0.8029, 2.4367], [4.4730, -2.5158, 4.1902], [2.5305, -4.0306, 3.9787], [1.0378, -3.8695, 2.0161]], "atomic_forces_ev_per_a": [[0.0, 0.0, 0.0], [0.0, 0.0, 0.0], [0.0, 0.0, -0.1], [0.0, 0.0, 0.0], [0.0, 0.0, 0.0], [0.0, 0.0, 0.0], [0.0, 0.0, 0.0], [0.0, 0.0, 0.0], [0.0, 0.0, 0.0], [0.0, 0.0, 0.0], [0.0, 0.0, 0.0], [0.0, 0.0, 0.0], [0.0, 0.0, 0.0], [0.0, 0.0, 0.0], [0.0, 0.0, 0.0], [0.0, 0.0, 0.0], [0.0, 0.0, 0.0], [0.0, 0.0, 0.0], [0.0, 0.0, 0.0], [0.0, 0.0, 0.0], [0.0, 0.0, 0.0], [0.1, 0.0, 0.0], [0.0, 0.0, 0.0], [0.0, 0.0, 0.0], [0.0, 0.0, 0.0], [0.0, 0.0, 0.0], [0.0, 0.0, 0.0], [0.0, 0.0, 0.0], [0.0, 0.0, 0.0], [0.0, 0.0, 0.0], [0.0, 0.0, 0.0], [0.0, 0.0, 0.0], [0.0, 0.0, 0.0], [0.0, 0.0, 0.0], [0.0, 0.0, 0.0], [0.0, 0.0, 0.0], [0.0, 0.0, 0.0], [0.0, 0.0, 0.0], [0.0, 0.0, 0.0], [0.0, 0.0, 0.0], [0.0, 0.0, 0.0], [0.0, 0.0, 0.0], [0.0, 0.0, 0.0], [0.0, 0.0, 0.0], [0.0, 0.0, 0.0], [0.0, 0.0, 0.0], [0.0, 0.0, 0.0], [0.0, -0.1, -0.1], [0.0, 0.1, 0.0], [0.1, 0.0, 0.0], [0.0, 0.0, 0.0], [0.0, 0.1, 0.1], [0.1, -0.1, 0.0], [0.0, 0.0, 0.0], [0.0, 0.0, 0.0], [0.0, 0.0, 0.0], [0.0, 0.0, 0.0], [0.0, 0.0, 0.0], [0.0, 0.0, 0.0], [0.0, 0.0, 0.0], [0.0, 0.0, 0.0], [0.0, 0.0, 0.0], [0.0, 0.0, 0.0], [0.0, 0.0, 0.0], [0.0, 0.0, 0.0], [0.0, 0.0, 0.0], [0.0, 0.0, 0.0], [0.0, 0.0, 0.0], [0.0, -0.1, 0.0], [0.0, 0.0, 0.0], [0.0, 0.0, 0.0], [0.0, 0.0, 0.0], [0.0, 0.1, 0.0], [0.0, -0.1, -0.1], [0.0, 0.1, 0.0], [0.0, 0.0, 0.0], [0.0, 0.0, 0.0], [0.0, 0.0, 0.0], [0.0, 0.0, 0.0], [0.0, 0.0, 0.0], [0.0, 0.0, 0.0], [0.0, 0.0, 0.0], [-0.1, 0.0, 0.0], [0.0, 0.0, -0.1], [0.0, 0.0, 0.0], [0.0, 0.0, 0.0], [0.0, 0.0, 0.0], [0.0, 0.0, 0.0], [0.0, 0.0, 0.0], [0.0, 0.0, 0.0], [0.0, 0.0, 0.0], [0.0, 0.0, 0.0], [0.0, 0.0, 0.0], [0.0, 0.0, 0.0], [0.0, 0.0, 0.0], [0.0, 0.0, 0.0], [0.0, 0.0, 0.0], [0.0, 0.0, 0.0], [0.0, 0.0, 0.0], [-0.1, 0.1, 0.1], [0.1, 0.0, 0.0], [0.0, 0.0, 0.0], [0.0, 0.0, 0.0], [0.0, 0.0, 0.0], [0.0, -0.1, 0.0], [0.0, 0.0, -0.1], [0.0, 0.0, 0.0], [0.0, 0.0, 0.0], [0.0, 0.0, 0.0], [0.0, 0.0, 0.0], [0.0, 0.0, 0.0], [0.0, 0.0, 0.0], [0.0, 0.0, 0.0], [0.0, 0.0, 0.0], [0.0, 0.0, 0.0], [0.0, 0.0, 0.0], [0.0, 0.0, 0.0]], "mulliken_charge": [0.617, -0.382, -0.154, -0.551, -0.627, -0.167, -0.745, 0.377, 0.099, 0.003, 0.470, 0.157, 0.326, 0.468, 0.359, 0.127, 0.285, -1.334, 0.571, -0.888, 1.374, 0.930, 0.052, -0.936, -0.784, -0.599, -0.372, 0.318, 0.463, 0.331, 0.516, -0.306, 0.486, -1.362, -0.661, 0.586, 0.397, 0.361, 0.509, 0.176, -1.125, -0.672, 0.284, -0.788, -0.765, -0.021, -0.704, 0.154, 0.563, -0.891, -0.518, -0.221, -0.447, 0.401, 0.275, 0.342, 0.374, 0.453, 0.385, 0.418, 0.013, 0.403, 0.266, 0.388, 0.422, 0.504, 0.547, -0.395, 0.190, -0.608, 0.956, -0.607, -0.726, -0.188, -0.199, -0.492, 0.261, 0.187, 0.435, 0.379, 0.325, 0.414, -1.626, -0.016, -0.089, -0.002, 0.111, -0.722, -0.499, -0.103, -0.650, 0.571, 0.543, 0.409, 0.378, 0.485, 0.549, -0.840, -0.389, 0.224, 0.016, 0.286, 0.284, 0.346, -0.029, -0.385, 0.715, -0.216, -0.238, -0.719, -0.702, -0.250, 0.229, 0.501, 0.370, 0.433, 0.561], "e_lumo_ev": 0.27, "homo_lumo_gap_ev": 6.525, "spin_multiplicity": 1, "relative_energy_kcal_mol": 0.00, "energy_ha": -4976.23421, "homo_ev": -6.255, "charge": 0}